The following is a DFT calculation (wB97M-V/def2-TZVPD) of a cluster of 3 separate species, C3H4Cl8 in total.

Geometry as XYZ:
```
15
Properties=species:S:1:pos:R:3:lowdin_charge:R:1
C 9.222 -0.448 3.841 -1.571
Cl 9.584 -0.429 2.138 0.554
Cl 7.525 -0.083 4.138 0.531
Cl 10.254 0.677 4.721 0.538
H 9.415 -1.431 4.248 0.013
C 8.983 2.599 7.463 -1.572
Cl 10.662 3.044 7.243 0.525
Cl 7.925 3.964 7.127 0.546
Cl 8.695 1.956 9.095 0.523
H 8.745 1.806 6.766 -0.046
C 7.484 6.531 4.499 -1.046
Cl 8.303 7.866 3.670 0.500
Cl 5.781 6.895 4.809 0.498
H 7.553 5.666 3.853 0.023
H 7.962 6.369 5.455 -0.016
```

Computed properties:
Energy ... -103355.091 eV
Relative energy (zero: lowest compared OMol25 entry of this formula, charge and spin) ... 0.0518 eV
SMILES ... ClC(Cl)Cl.ClC(Cl)Cl.ClCCl
HOMO energy ... -11.0 eV
Lowest unoccupied orbital energy ... 0.44 eV

***

The following is a DFT calculation (wB97M-V/def2-TZVPD) of a cluster of 7 separate species, C5H26N2O6 in total.

Geometry as XYZ:
```
39
Properties=species:S:1:pos:R:3:lowdin_charge:R:1
N 0.488 0.536 2.212 0.018
C 1.036 -0.867 2.357 -0.144
C 1.299 -1.429 0.897 -0.168
N 0.116 -1.896 0.269 0.159
C 0.284 -2.862 -0.817 -0.134
C 0.626 -2.152 -2.124 -0.220
C 1.891 -1.297 -2.120 -0.109
H 0.523 0.875 1.246 0.043
H -0.519 0.479 2.315 0.058
H 0.272 -1.516 2.771 0.118
H 2.025 -0.682 2.807 0.124
H 1.972 -2.246 1.115 0.132
H 1.844 -0.663 0.328 0.133
H -0.431 -1.197 -0.270 0.123
H 1.051 -3.595 -0.738 0.126
H -0.676 -3.401 -0.959 0.157
H 0.589 -2.770 -3.030 0.137
H -0.075 -1.431 -2.615 0.103
H 1.973 -1.022 -3.194 0.099
H 1.844 -0.235 -1.791 0.083
H 2.839 -1.758 -1.871 0.084
H -1.118 0.165 -2.365 0.027
H -1.654 1.006 -1.204 -0.001
O -1.641 0.059 -1.569 -0.095
H -2.506 -0.641 0.976 0.024
H -3.930 -1.147 0.795 0.087
O -3.409 -0.480 1.257 -0.022
H 2.460 2.130 2.127 0.036
H 3.484 2.118 0.860 0.053
O 2.833 2.594 1.372 -0.045
H -2.921 2.417 1.460 0.048
H -3.672 1.149 1.356 0.011
O -3.712 2.082 1.013 -0.070
H 0.884 3.289 -1.038 0.057
H 1.294 3.325 0.512 0.024
O 0.671 2.986 -0.150 -0.074
H -1.363 3.167 -0.617 0.050
H -2.726 2.380 -0.498 0.032
O -1.944 2.531 -1.077 -0.066
```

Computed properties:
Energy ... -20862.580 eV
Relative energy (zero: lowest compared OMol25 entry of this formula, charge and spin) ... 1.6902 eV
Net charge ... +1
HOMO energy (alpha / beta) ... -13.8 / -13.7 eV
Expectation value of S² ... 0.75
2S+1 ... 2
Lowest unoccupied orbital energy (alpha / beta) ... -2.70 / -7.93 eV

***

The following is a DFT calculation (wB97M-V/def2-TZVPD) of a cluster of 5 separate species, C2H17N2O4 in total.

Geometry as XYZ:
```
25
Properties=species:S:1:pos:R:3:lowdin_charge:R:1
C -1.359 -1.156 0.336 -0.132
N -2.404 -1.839 -0.356 0.349
C -0.952 0.149 -0.403 -0.101
N 0.082 0.813 0.412 0.159
H -0.498 -1.828 0.401 0.150
H -1.673 -0.918 1.355 0.141
H -2.203 -2.277 -1.268 0.187
H -3.361 -1.471 -0.305 0.184
H -1.803 0.816 -0.513 0.146
H -0.525 -0.054 -1.380 0.143
H 0.344 1.718 -0.037 0.105
H -0.285 0.999 1.364 0.104
H 0.948 0.219 0.477 0.100
H -1.575 1.741 3.383 0.089
H -0.662 0.577 3.772 0.084
O -0.976 1.077 3.008 -0.034
H 2.281 -1.284 -0.605 0.020
H 2.948 -1.070 0.798 0.092
O 2.141 -0.910 0.292 -0.050
H 2.837 -1.397 -2.923 0.086
H 2.255 -2.761 -2.493 0.077
O 2.231 -1.818 -2.293 -0.042
H 0.088 3.995 -0.912 0.085
H 1.477 3.476 -1.263 0.090
O 0.644 3.206 -0.846 -0.031
```

Computed properties:
Energy ... -13503.248 eV
Relative energy (zero: lowest compared OMol25 entry of this formula, charge and spin) ... 0.0000 eV
Net charge ... +2
HOMO energy (alpha / beta) ... -18.4 / -18.4 eV
Expectation value of S² ... 0.75
2S+1 ... 2
Lowest unoccupied orbital energy (alpha / beta) ... -6.43 / -11.88 eV

***

The following is a DFT calculation (wB97M-V/def2-TZVPD) of the molecule C24H32N6O3.

Geometry as XYZ:
```
65
Properties=species:S:1:pos:R:3:lowdin_charge:R:1
C -1.210 -0.144 4.223 -0.107
O -1.499 -0.099 2.851 -0.203
C -2.487 -1.026 2.462 -0.196
C -2.753 -0.892 0.958 -0.109
N -3.537 0.282 0.633 -0.027
C -3.062 1.513 0.310 -0.412
O -3.814 2.439 0.063 0.063
C -1.555 1.654 0.227 -0.206
H -1.083 1.032 0.989 0.124
C -1.102 3.102 0.422 -0.144
C 0.417 3.187 0.281 -0.154
H 0.747 4.225 0.348 0.112
H 0.887 2.629 1.094 0.117
C 0.881 2.591 -1.053 -0.146
N 0.359 1.252 -1.203 -0.050
C 1.056 0.175 -0.788 -0.215
N 0.382 -0.967 -0.564 0.125
C 1.038 -2.063 -0.227 -0.222
N 2.336 -2.227 -0.066 0.134
C 3.014 -1.098 -0.283 -0.233
N 4.362 -0.905 -0.204 0.045
C 4.572 0.418 -0.495 -0.280
N 3.467 1.062 -0.756 0.159
C 2.456 0.141 -0.634 -0.125
C 5.910 1.071 -0.525 -0.109
H 6.156 1.455 0.470 0.124
C 7.016 0.133 -1.009 -0.195
C 7.557 -0.774 0.100 -0.207
C 6.465 -1.410 0.963 -0.173
C 5.298 -1.946 0.139 -0.125
H 4.726 -2.688 0.704 0.122
H 5.667 -2.432 -0.773 0.134
H 6.902 -2.231 1.534 0.112
H 6.077 -0.684 1.679 0.117
H 8.217 -0.195 0.750 0.110
H 8.159 -1.561 -0.360 0.110
H 7.843 0.728 -1.402 0.110
H 6.632 -0.469 -1.835 0.114
H 5.819 1.932 -1.189 0.120
H 0.424 -2.939 -0.058 0.106
C -1.082 1.199 -1.164 -0.099
H -1.400 0.183 -1.394 0.116
H -1.476 1.880 -1.924 0.142
H 1.970 2.556 -1.103 0.094
H 0.499 3.194 -1.883 0.129
H -1.408 3.454 1.409 0.122
H -1.592 3.735 -0.321 0.120
C -4.983 0.098 0.664 -0.061
C -5.449 -0.682 -0.521 -0.255
C -5.692 -0.303 -1.808 -0.013
C -6.058 -1.479 -2.506 -0.062
C -6.007 -2.486 -1.594 -0.125
O -5.635 -2.017 -0.390 0.033
H -6.206 -3.536 -1.670 0.117
H -6.323 -1.560 -3.540 0.099
H -5.620 0.691 -2.198 0.114
H -5.427 1.096 0.646 0.130
H -5.268 -0.424 1.581 0.133
H -1.796 -0.896 0.436 0.096
H -3.321 -1.767 0.634 0.128
H -2.143 -2.050 2.677 0.129
H -3.411 -0.848 3.035 0.125
H -2.099 0.084 4.825 0.090
H -0.831 -1.131 4.517 0.090
H -0.446 0.608 4.406 0.090
```

Computed properties:
Energy ... -40491.506 eV
Relative energy (zero: lowest compared OMol25 entry of this formula, charge and spin) ... 0.0385 eV
SMILES ... COCCN(Cc1ccco1)C(=O)[C@@H]1CCCN(c2ncnc3c2nc2n3CCCCC2)C1
HOMO energy ... -7.8 eV
Lowest unoccupied orbital energy ... 0.75 eV

***

The following is a DFT calculation (wB97M-V/def2-TZVPD) of a cluster of 11 separate species, H21O11 in total.

Geometry as XYZ:
```
32
Properties=species:S:1:pos:R:3:lowdin_charge:R:1
O -22.831 -12.733 -7.431 -0.388
H -23.752 -12.995 -7.564 0.002
O -21.403 -14.811 -8.245 -0.101
H -21.097 -15.283 -7.424 0.050
H -21.936 -14.088 -7.851 -0.048
O -21.729 -13.820 -5.285 -0.111
H -22.168 -13.421 -6.080 -0.037
H -21.664 -14.767 -5.568 0.025
O -26.047 -12.754 -7.384 -0.021
H -25.936 -12.895 -6.495 -0.003
H -25.690 -11.872 -7.485 -0.026
O -24.035 -15.770 -6.199 -0.046
H -23.912 -14.848 -6.227 -0.029
H -23.824 -16.168 -7.068 0.061
O -22.758 -10.958 -9.742 -0.052
H -22.125 -11.269 -10.412 0.059
H -22.731 -11.576 -9.029 -0.046
O -23.535 -13.900 -9.760 -0.067
H -23.176 -13.514 -8.964 -0.059
H -23.740 -13.164 -10.353 0.025
O -20.125 -12.226 -7.970 -0.087
H -21.064 -12.247 -7.840 -0.054
H -19.846 -13.160 -7.676 0.069
O -24.907 -10.407 -8.028 -0.081
H -25.334 -9.636 -7.568 0.098
H -24.175 -10.711 -7.402 0.057
O -26.106 -11.819 -10.164 -0.044
H -25.719 -11.840 -9.321 -0.060
H -26.898 -12.371 -10.119 0.043
O -22.264 -10.548 -6.433 -0.090
H -21.545 -10.648 -5.796 0.042
H -22.343 -11.420 -6.847 -0.081
```

Computed properties:
Energy ... -22865.298 eV
Relative energy (zero: lowest compared OMol25 entry of this formula, charge and spin) ... 1.6360 eV
Net charge ... -1
HOMO energy ... -7.0 eV
Lowest unoccupied orbital energy ... 3.10 eV